C51H136O17 | wB97M-V/def2-TZVPD

The calculated total energy is -3303.7144 a.u. The energy relative to the best compared isomer or geometry (same formula, charge and spin) is 47.8 kcal/mol. As for the HOMO energy: -0.34470 Ha. The molecular weight is 1021.6 g/mol. The calculation puts the LUMO energy at 0.2 eV. The orbital gap is 0.351 hartree.

```
204
Properties=species:S:1:pos:R:3:forces:R:3:lowdin_charge:R:1
C -6.223384 1.600882 3.234088 -0.15 0.45 0.30 -0.0565
C -5.213044 0.491552 3.053388 0.69 -1.09 -0.47 -0.4785
C -3.910934 0.934172 2.336798 -0.65 0.43 0.54 -0.0436
O -4.993354 -0.137828 4.310508 -0.21 1.31 0.70 -0.0547
H -5.857474 2.363032 3.922088 0.25 0.02 0.08 0.0787
H -7.167544 1.260592 3.659348 0.10 -0.33 -0.01 0.0785
H -6.472474 2.121492 2.309418 0.19 -0.17 -0.21 0.0761
H -5.633004 -0.287068 2.416608 -0.35 -0.01 -0.38 0.1189
H -3.425354 1.749402 2.873198 0.04 0.03 0.16 0.0611
H -4.177924 1.343182 1.362368 0.05 -0.14 -0.20 0.0687
H -3.192574 0.122392 2.222518 -0.16 -0.14 -0.01 0.0589
H -4.479534 -0.947758 4.270648 0.21 -0.45 -0.62 0.0390
C 6.746856 -4.221948 1.254918 -0.21 0.27 -0.19 -0.0374
C 5.756376 -3.092518 0.957348 -0.25 -0.46 0.05 -0.4711
C 4.354086 -3.388438 1.490268 -0.17 -0.13 -0.11 -0.0466
O 6.177946 -1.855678 1.526848 0.22 0.30 -0.45 -0.0643
H 6.458306 -5.128758 0.723398 -0.38 -0.18 0.42 0.0816
H 6.733016 -4.320318 2.340378 0.13 -0.59 0.04 0.0829
H 7.778196 -4.078498 0.932628 -0.06 0.67 0.02 0.0800
H 5.678606 -2.904098 -0.113432 0.16 0.01 -0.06 0.1143
H 4.365896 -3.351488 2.579578 -0.03 0.09 0.12 0.0726
H 3.917546 -4.350118 1.220608 0.39 -0.22 -0.19 0.0801
H 3.646056 -2.652938 1.108398 0.07 0.25 0.17 0.0619
H 6.194256 -1.921138 2.484478 -0.01 -0.10 0.16 0.0999
C 4.203376 2.842632 3.981788 -0.67 0.53 0.21 -0.0464
C 4.311166 3.929572 2.905628 0.22 -0.73 0.07 -0.4637
C 4.157396 3.337552 1.516178 0.79 0.05 0.42 -0.0420
O 3.286476 4.906042 3.055038 -0.34 -0.03 0.19 -0.0628
H 4.980666 2.078592 3.969178 0.02 0.15 -0.22 0.0842
H 3.217206 2.386112 3.897228 -0.02 -0.34 -0.24 0.0756
H 4.169306 3.291862 4.974328 0.35 0.12 0.17 0.0752
H 5.238606 4.490422 3.021448 0.42 -0.31 -0.24 0.1369
H 4.953426 2.614072 1.340038 0.23 0.09 -0.05 0.0915
H 4.254006 4.144622 0.789958 -0.36 -0.29 -0.15 0.0700
H 3.246326 2.743022 1.448518 -0.29 0.45 -0.12 0.0616
H 3.328726 5.190482 3.970958 -0.21 0.28 0.15 0.1006
C -2.498054 -4.895498 -4.140232 0.46 -0.27 0.58 -0.0557
C -3.611384 -5.941808 -4.088692 -0.85 1.55 -1.26 -0.4834
C -4.954654 -5.347598 -4.557802 0.27 0.82 0.62 -0.0533
O -3.280964 -6.962168 -4.999972 0.28 -0.67 -0.06 -0.0442
H -2.748324 -3.925238 -3.711202 -0.34 -0.12 0.23 0.0672
H -2.110154 -4.688178 -5.137552 -0.34 -0.33 -0.20 0.0829
H -1.670274 -5.292968 -3.552942 0.25 0.12 -0.03 0.0656
H -3.728074 -6.339728 -3.080652 0.07 0.00 0.20 0.1254
H -5.763134 -6.078648 -4.552092 -0.05 -0.02 0.13 0.0786
H -4.919184 -4.870748 -5.537312 0.41 -0.42 -0.30 0.0850
H -5.203514 -4.498878 -3.920742 -0.34 -0.20 0.39 0.0603
H -4.130594 -7.347748 -5.225942 0.15 -0.42 -0.25 0.0781
C -1.018994 3.950952 0.612788 1.17 0.61 0.47 -0.0308
C 0.426266 4.262702 0.986608 -0.12 0.69 0.02 -0.4920
C 0.917696 5.455232 0.177398 0.81 -0.41 -0.15 -0.0492
O 0.592766 4.623202 2.359488 -1.35 -0.55 -0.11 -0.0578
H -0.992004 3.652442 -0.435192 -0.26 -0.33 0.03 0.0648
H -1.511464 4.922542 0.652628 -0.74 -0.35 0.32 0.0750
H -1.379094 3.172212 1.285088 -0.56 0.17 -0.22 0.0693
H 0.998736 3.351862 0.811268 0.44 -0.05 -0.33 0.1088
H 1.939476 5.627372 0.515678 0.18 0.28 -0.27 0.0690
H 0.357486 6.369962 0.371148 -0.24 -0.19 0.18 0.0880
H 0.931256 5.273542 -0.897272 -0.01 -0.06 -0.07 0.0637
H 1.534996 4.691012 2.530358 0.49 0.06 0.13 0.0251
C 5.452436 -0.296358 -1.754022 0.47 -0.39 -0.27 -0.0364
C 6.769846 -1.089678 -1.940062 -0.73 0.67 -0.65 -0.4886
C 7.499366 -0.739228 -3.262302 -0.08 -0.27 0.58 -0.0416
O 7.552476 -0.848268 -0.805972 1.07 0.39 -0.19 -0.0422
H 5.025466 -0.577478 -0.791332 -0.13 0.08 0.07 0.0616
H 4.698736 -0.466668 -2.522812 0.05 -0.09 -0.13 0.0619
H 5.695756 0.765982 -1.735642 -0.03 0.03 0.07 0.0696
H 6.563296 -2.159888 -1.949322 -0.24 -0.27 -0.37 0.1162
H 7.568306 0.320622 -3.507352 -0.26 0.17 0.36 0.0704
H 6.964626 -1.226038 -4.077882 0.01 -0.02 -0.06 0.0724
H 8.527286 -1.101828 -3.260992 -0.05 -0.23 0.12 0.0744
H 7.037016 -1.112418 -0.040382 0.02 0.03 0.52 0.0334
C -3.834544 1.029302 -4.062252 1.49 -0.39 0.55 -0.0393
C -3.715854 -0.100488 -3.017802 0.77 2.43 0.14 -0.4863
C -2.762534 0.202902 -1.839342 0.71 -0.02 -1.21 -0.0220
O -4.980964 -0.157108 -2.483382 -2.32 -2.13 0.63 -0.0524
H -4.279664 1.899192 -3.579282 0.01 0.11 -0.14 0.0719
H -4.434754 0.705102 -4.912392 0.03 0.07 0.07 0.0898
H -2.806994 1.252982 -4.348942 -0.16 0.30 -0.45 0.0432
H -3.368684 -0.966438 -3.581462 -0.61 -0.64 0.47 0.1335
H -2.510564 -0.681898 -1.254762 -0.21 -0.05 0.03 0.0678
H -3.155374 0.981362 -1.185282 -0.18 0.03 -0.02 0.0816
H -1.828494 0.574802 -2.260482 0.30 0.03 0.14 0.0538
H -5.149174 0.651662 -1.994302 0.10 0.06 -0.02 0.0929
C -3.656344 6.939642 -1.607882 0.15 -0.13 -0.27 -0.0515
C -4.340064 5.918612 -2.498632 0.05 -2.11 0.67 -0.4600
C -3.442614 4.938732 -3.261132 0.87 0.71 -0.26 -0.0592
O -5.120384 5.005782 -1.684902 -0.27 0.42 -0.19 -0.0702
H -2.949434 7.536972 -2.183712 -0.16 0.27 -0.06 0.0800
H -3.089054 6.509822 -0.782332 -0.17 -0.31 -0.05 0.0707
H -4.456454 7.558422 -1.201632 0.24 0.30 0.11 0.0790
H -4.964934 6.463362 -3.206362 -0.23 -0.12 -0.13 0.1311
H -3.908124 4.124602 -3.816662 -0.74 0.61 -0.21 0.0612
H -2.740584 4.359302 -2.661542 0.10 0.50 0.67 0.0655
H -2.856754 5.570722 -3.928552 0.26 -0.31 -0.37 0.0754
H -5.892044 5.451922 -1.328382 -0.06 0.14 0.10 0.0798
C -1.419204 -2.544258 3.635218 0.61 0.19 -0.35 -0.0457
C -2.541764 -3.243218 4.344398 0.11 -0.10 1.23 -0.4871
C -2.569834 -2.936558 5.847148 0.46 -0.07 0.22 -0.0389
O -3.763154 -2.747088 3.882568 -1.10 0.28 0.15 -0.0653
H -1.532854 -1.470018 3.780788 0.06 0.14 -0.03 0.0754
H -1.434184 -2.753508 2.565598 -0.19 0.05 -0.13 0.0666
H -0.422094 -2.831358 3.969058 0.00 -0.11 0.30 0.0707
H -2.489314 -4.321108 4.191128 0.05 -0.23 -0.07 0.1385
H -1.614484 -3.092298 6.348298 0.29 0.03 -0.26 0.0714
H -3.264494 -3.538828 6.432658 -0.33 -0.03 -0.41 0.0782
H -2.834134 -1.887118 5.977208 -0.03 0.07 0.02 0.0789
H -3.918594 -2.999068 2.969368 0.16 -0.01 -0.64 0.0516
C 3.336086 3.999872 -1.824352 -0.27 0.35 -0.05 -0.0654
C 4.410246 3.434152 -2.731142 -1.20 -0.77 0.15 -0.5092
C 3.780096 2.571712 -3.853982 -0.03 -0.50 1.34 -0.0381
O 4.999216 4.495662 -3.367192 1.19 1.84 -0.87 -0.0328
H 3.647936 4.817162 -1.174052 0.55 -0.07 -0.15 0.0713
H 2.888206 3.263622 -1.156942 -0.18 -0.18 -0.31 0.0669
H 2.606526 4.465662 -2.486832 -0.40 -0.18 0.11 0.0744
H 5.181746 2.951932 -2.130842 -0.12 -0.74 0.02 0.1239
H 3.202336 1.768632 -3.396412 0.00 -0.33 -0.16 0.0607
H 4.538976 2.138652 -4.505642 0.04 -0.03 -0.03 0.0795
H 3.084786 3.173922 -4.438782 0.16 0.20 0.01 0.0749
H 5.566266 4.096232 -4.030892 0.26 0.40 -0.21 0.0921
C 0.679776 -4.361518 0.197338 0.77 -0.99 -1.51 -0.0445
C -0.530744 -4.492988 -0.754312 0.22 -1.93 1.91 -0.4756
C -1.360374 -5.783518 -0.424982 1.04 0.65 -0.91 -0.0198
O -1.284734 -3.410658 -0.389592 -2.05 1.63 0.29 -0.0834
H 1.398306 -5.165748 0.039198 0.08 -0.24 0.15 0.0783
H 0.377806 -4.344078 1.244538 -0.14 0.14 -0.16 0.0858
H 1.206586 -3.458948 -0.112412 0.06 0.24 0.46 0.0545
H -0.286864 -4.338458 -1.805372 0.41 -0.81 -0.24 0.1160
H -1.381524 -5.959978 0.650428 -0.19 0.28 0.01 0.0786
H -0.873054 -6.653038 -0.866062 -0.03 -0.07 -0.12 0.0760
H -2.365554 -5.699448 -0.838092 -0.02 0.00 0.11 0.0548
H -0.623844 -2.715598 -0.348132 -0.34 1.20 0.07 0.0372
C -4.626514 -3.261788 -1.128722 -0.86 0.11 0.09 -0.0395
C -4.937064 -2.694668 0.273188 -0.67 -0.39 -1.22 -0.5020
C -6.107604 -3.304258 0.980058 -1.67 0.07 -0.55 -0.0446
O -3.865554 -2.956188 1.096608 1.71 0.00 0.67 -0.0558
H -5.476494 -3.116598 -1.795482 -0.13 0.03 0.02 0.0810
H -4.402964 -4.328268 -1.101612 0.12 -0.06 0.13 0.0772
H -3.803244 -2.710588 -1.583142 0.18 -0.09 0.14 0.0582
H -5.056014 -1.626878 0.089388 -0.22 0.37 0.40 0.1245
H -7.029834 -2.947098 0.521788 -0.20 -0.06 -0.17 0.0819
H -6.227074 -3.040268 2.030838 0.54 0.16 0.06 0.0798
H -6.131734 -4.391228 0.902408 0.28 -0.07 0.00 0.0872
H -3.124304 -3.041828 0.492618 1.04 -0.14 0.32 0.0535
C -1.229324 3.060932 -5.710572 -0.20 0.55 -1.21 -0.0392
C -0.082054 2.451362 -4.924582 -0.18 2.91 -0.04 -0.5185
C -0.004584 2.994492 -3.526062 0.56 0.13 1.20 -0.0387
O -0.113124 1.096682 -4.895702 -0.35 -2.74 0.14 -0.0315
H -1.223814 4.144482 -5.592222 -0.06 0.01 0.16 0.0812
H -2.254514 2.707762 -5.599422 0.24 -0.15 0.82 0.0621
H -1.071334 2.918202 -6.779572 0.30 -0.11 -0.26 0.0788
H 0.839286 2.759312 -5.418952 0.20 0.29 -0.24 0.1336
H 0.968666 2.812332 -3.070322 0.14 -0.43 -0.08 0.0542
H -0.731214 2.565062 -2.836352 -0.32 -0.03 -0.19 0.0666
H -0.065254 4.080962 -3.462712 -0.38 0.04 -0.38 0.0891
H -0.225184 0.774872 -5.793182 -0.02 -0.22 -0.12 0.1225
C 2.405906 -2.649578 -3.336092 0.25 0.50 -0.97 -0.0260
C 1.422526 -1.740558 -4.045722 -0.83 -1.20 -0.89 -0.4708
C 0.006026 -2.391328 -4.236842 0.23 0.95 0.70 -0.0264
O 1.404646 -0.540248 -3.330782 -0.19 0.16 1.24 -0.0746
H 3.388966 -2.209428 -3.503282 0.17 0.00 0.46 0.0682
H 2.446096 -3.621868 -3.827162 -0.24 -0.18 0.41 0.0875
H 2.161646 -2.663108 -2.273902 0.12 -0.38 -0.01 0.0751
H 1.755036 -1.453408 -5.043262 0.40 -0.52 -0.33 0.1339
H -0.020754 -3.423678 -4.585592 0.41 0.15 -0.24 0.0710
H -0.585624 -1.749298 -4.889422 -0.04 -0.13 -0.30 0.0673
H -0.552474 -2.383278 -3.300832 0.11 -0.04 0.37 0.0637
H 0.857736 0.086062 -3.810602 -0.34 0.51 -0.29 0.0463
C 0.006746 0.079712 1.286528 0.49 -0.79 -1.32 -0.0118
C 0.579856 0.093462 -0.177202 1.14 0.21 2.15 -0.4177
C 2.134796 0.225082 -0.212132 -0.35 0.77 -0.02 -0.0207
O 0.281566 -1.147258 -0.774452 -0.62 -0.06 0.19 -0.0836
H -1.063594 -0.119398 1.233278 -0.11 0.21 0.03 0.0651
H 0.200766 0.979212 1.870778 0.09 0.00 -0.26 0.0602
H 0.449966 -0.789128 1.773128 0.09 0.05 0.26 0.0605
H 0.075156 0.920282 -0.676942 0.17 0.10 -0.50 0.1161
H 2.673356 -0.493588 0.405588 -0.43 -0.21 0.29 0.0698
H 2.465536 1.213662 0.106318 -0.10 0.15 0.16 0.0456
H 2.553826 0.100772 -1.210662 -0.37 -0.03 -0.22 0.0502
H 0.631466 -1.033358 -1.661132 0.12 -0.24 -0.86 0.0404
C 0.317606 3.232382 6.093698 0.37 -0.55 -0.33 -0.0354
C -1.048264 2.656962 5.614818 2.73 0.97 -0.59 -0.5096
C -0.909174 1.584642 4.529938 -0.09 1.05 0.14 -0.0353
O -1.647794 2.104282 6.711568 -1.33 -0.64 1.24 -0.0271
H 1.070086 2.471552 6.301078 -0.13 -0.78 -0.54 0.0553
H 0.361616 3.691582 7.081278 -0.93 0.69 -0.21 0.0754
H 0.761586 3.859952 5.320958 -0.13 0.27 0.09 0.0631
H -1.651974 3.479382 5.231078 -0.04 0.26 -0.18 0.1358
H -1.926744 1.218962 4.392358 0.18 -0.58 -0.19 0.0580
H -0.199784 0.824782 4.857768 -0.22 -0.19 -0.10 0.0659
H -0.587964 2.034432 3.590458 0.13 -0.03 -0.03 0.0583
H -2.518714 1.908412 6.358388 -0.52 -0.50 0.71 0.0917
C 2.433636 -0.602658 6.300588 -0.39 1.41 0.96 -0.0602
C 2.470516 -1.797078 5.476128 0.25 -2.68 -1.09 -0.5084
C 2.326756 -1.551408 3.975508 -0.07 0.56 0.63 -0.0464
O 3.674256 -2.562438 5.686488 0.72 0.21 -0.29 -0.0602
H 3.225526 0.097142 6.033588 0.04 0.06 0.04 0.0880
H 2.498656 -0.850678 7.359998 0.21 0.02 0.03 0.0907
H 1.463996 -0.120488 6.176428 -0.01 0.26 -0.05 0.0704
H 1.712386 -2.511748 5.796418 -0.76 0.32 -0.14 0.1321
H 3.108716 -0.875148 3.630108 0.29 -0.10 -0.05 0.0829
H 1.400376 -0.996538 3.827028 -0.19 -0.22 -0.20 0.0532
H 2.349536 -2.471768 3.391968 -0.12 0.09 0.11 0.0688
H 3.526386 -3.194868 6.393438 0.00 0.11 0.04 0.0823
```
Positions in Å, forces in eV/Å.